1.
Below is C5H14N4 as an isolated structure, with properties calculated with the ωB97M-V functional and the def2-TZVPD basis.

Its HOMO energy (alpha / beta) is -7.98 / -7.98 eV. The calculated total energy is -417.77056 Ha. As for the energy relative to the best compared isomer or geometry (same formula, charge and spin): 414.68 kJ/mol.

```
! RIJCOSX wB97M-V def2-TZVPD def2/J DEFGRID3
* xyz 0 1
N -2.585 0.472 -1.532
N 2.039 0.627 0.478
N -0.434 -1.021 -0.164
N -3.006 -0.043 0.662
C -2.167 0.154 -0.266
C -0.228 -1.521 -1.518
C 2.127 -0.673 0.756
C -0.549 0.396 -0.063
C 2.065 1.547 1.582
H 3.055 2.009 1.632
H 2.659 -1.260 0.005
H 0.643 -1.046 -1.988
H -2.034 1.110 -2.079
H -2.595 -0.435 1.503
H -3.583 0.600 -1.621
H 2.367 -0.994 1.779
H -0.114 1.018 -0.851
H 1.858 1.099 2.568
H -0.055 -2.595 -1.458
H 0.785 -1.180 0.359
H -1.112 -1.373 -2.139
H -0.484 0.762 0.955
H 1.345 2.348 1.402
*
```

***

2.
Below is the molecule C4H9NO2S, with properties calculated with the ωB97M-V functional and the def2-TZVPD basis.

Its HOMO energy is -10.21 eV. The calculated total energy is -761.13088 Ha. As for the SMILES: C[C@H]1C[C@@H]1S(N)(=O)=O. As for the energy relative to the best compared isomer or geometry (same formula, charge and spin): 347.99 kJ/mol.

```
! RIJCOSX wB97M-V def2-TZVPD def2/J DEFGRID3
* xyz 0 1
S -0.755 1.756 0.252
O -1.849 2.309 -0.516
O -1.084 1.483 1.624
N 0.525 2.907 0.111
C 0.101 0.019 -0.472
C -0.368 -2.435 -0.306
C -0.129 -1.168 0.398
C 1.197 -0.488 0.322
H -0.943 -0.999 1.179
H -0.047 -3.257 0.363
H 2.026 -1.041 -0.121
H 0.011 3.733 -0.280
H 0.224 -2.617 -1.250
H 0.024 -0.009 -1.481
H -1.552 -2.664 -0.646
H 1.434 0.074 1.242
H 1.186 2.398 -0.420
*
```

***

3.
Below is C44H49GaN4O8P4Te as an isolated structure, with properties calculated with the ωB97M-V functional and the def2-TZVPD basis.

Its HOMO energy is -12.03 eV. The calculated total energy is -6084.84123 Ha. As for the energy relative to the best compared isomer or geometry (same formula, charge and spin): 319.55 kJ/mol.

```
! RIJCOSX wB97M-V def2-TZVPD def2/J DEFGRID3
* xyz 2 1
Te 2.388 -0.547 2.867
Ga -0.068 0.042 -0.209
P 0.941 -2.091 1.203
P 2.216 1.509 1.618
P -1.767 -1.005 1.696
P -1.106 2.463 0.529
O -2.706 0.694 -7.507
O 1.711 1.327 0.216
O -0.731 4.023 0.408
O 3.566 2.310 1.546
O -1.851 2.143 -0.879
O -2.416 2.652 1.449
O 1.182 2.455 2.396
O -1.000 1.978 -7.229
N -1.273 -1.440 -1.872
N -1.758 1.098 -6.872
N -0.733 -2.390 1.495
N 0.174 0.807 -2.283
C -5.060 0.002 -0.390
C -1.186 -3.657 2.107
C -5.564 -1.172 -0.930
C -1.616 -0.955 4.440
C 0.846 2.646 -3.637
C -4.254 -1.651 4.918
C 1.472 -2.736 -0.436
C 1.488 -4.494 -2.076
C -2.301 2.900 2.853
C 1.195 -4.054 -0.794
C 1.734 -3.370 2.283
C -0.598 0.348 -3.296
C -1.883 -2.594 -1.700
C 2.408 -2.340 -2.617
C -2.655 -2.692 -3.950
C -1.320 -0.877 -3.090
C 4.726 2.152 2.407
C -3.787 -1.594 3.612
C 2.098 -1.891 -1.341
C 5.780 1.302 1.729
C 1.351 -3.515 3.620
C 2.860 -4.061 1.833
C -3.408 -1.367 5.980
C 3.114 -5.107 3.984
C -3.249 -1.234 0.644
C -3.914 -0.030 0.389
C -2.572 -3.269 -2.713
C 0.071 2.208 -4.679
C 0.516 4.597 0.007
C -2.082 -1.028 5.742
C 3.540 -4.926 2.678
C -2.030 -1.451 -4.157
C -2.461 -1.248 3.367
C 2.086 -3.636 -2.991
C -3.789 -2.410 0.129
C -1.513 0.444 -5.564
C 1.903 4.306 3.808
C -0.682 1.025 -4.537
C 1.474 2.856 3.759
C -4.933 -2.376 -0.654
C 0.864 1.922 -2.451
C -2.795 3.045 -1.497
C -2.121 -0.748 -5.388
C 2.018 -4.397 4.454
H 4.421 1.711 3.360
H -3.094 3.828 -0.805
H 4.404 -5.460 2.308
H 2.242 2.198 4.177
H -1.421 -0.809 6.570
H 2.363 -0.878 -1.047
H 0.559 2.701 4.329
H 1.681 -4.529 5.473
H 1.459 3.530 -3.737
H 1.466 2.236 -1.609
H -1.788 3.845 3.042
H 0.048 2.753 -5.606
H 1.261 -5.514 -2.358
H -4.456 -1.819 2.792
H -2.127 -3.959 1.652
H 3.221 -3.924 0.825
H 0.751 -4.741 -0.084
H -3.195 -3.168 -4.758
H -0.587 -0.664 4.245
H 2.903 -1.680 -3.318
H -6.453 -1.150 -1.546
H 6.720 1.386 2.272
H 1.360 3.950 0.235
H 2.069 4.600 4.844
H 5.093 3.159 2.595
H 0.502 4.811 -1.063
H 0.520 -2.941 4.018
H -3.343 -3.370 0.342
H -5.285 -1.918 5.107
H -2.333 3.491 -2.377
H -5.349 -3.301 -1.034
H 2.311 -3.983 -3.991
H -3.668 2.468 -1.794
H -3.535 0.886 0.824
H 5.933 1.651 0.709
H 3.642 -5.786 4.640
H -3.786 -1.387 6.994
H -1.361 -3.570 3.178
H -5.566 0.941 -0.571
H 1.123 4.939 3.386
H -1.770 2.082 3.346
H -1.815 -3.022 -0.713
H 0.620 5.530 0.555
H 2.821 4.464 3.242
H -2.713 -1.163 -6.192
H -3.310 2.955 3.251
H -0.466 -4.451 1.931
H 5.483 0.254 1.705
H -3.046 -4.217 -2.502
*
```

***

4.
Below is C53H45N11S3SeSiSr as an isolated structure, with properties calculated with the ωB97M-V functional and the def2-TZVPD basis.

Its HOMO energy is -6.35 eV. The calculated total energy is -6565.32941 Ha. As for the energy relative to the best compared isomer or geometry (same formula, charge and spin): 0.00 kJ/mol.

```
! RIJCOSX wB97M-V def2-TZVPD def2/J DEFGRID3
* xyz 0 1
Sr 0.101 0.214 0.100
Se 4.501 -0.669 -1.627
S -5.188 3.263 -5.659
S 1.570 0.426 2.818
S -1.498 5.348 5.381
Si 2.456 -1.707 5.473
N 0.270 0.227 -3.688
N 0.414 1.173 -2.754
N 5.135 0.810 -2.423
N 2.465 2.376 -0.510
N -1.411 -2.161 1.038
N 3.211 0.186 -0.768
N -1.315 2.653 0.933
N -2.551 1.867 -1.429
N -2.208 -1.074 0.816
N 1.783 -1.714 1.326
N -0.168 -1.871 -1.652
C -2.246 -6.876 0.353
C -0.715 4.657 6.727
C 2.905 -3.374 3.218
C 2.678 3.584 -0.915
C 1.045 -0.999 -3.615
C 3.079 -2.049 -4.500
C -0.832 -4.228 -2.038
C 4.517 3.164 -2.419
C 2.150 -1.022 -4.499
C -1.276 -3.228 0.066
C -2.935 3.012 -0.837
C 2.836 -3.777 1.890
C -0.723 -3.054 -1.224
C -1.860 -1.353 3.031
C -2.444 -0.577 2.007
C -2.415 4.705 2.432
C 4.308 -1.493 5.982
C 1.965 -1.260 2.574
C 2.764 -3.137 -3.645
C 1.697 -3.241 6.285
C -0.082 2.274 -3.315
C -5.151 2.242 -7.055
C -3.949 5.230 0.575
C 3.318 1.444 -1.078
C -1.428 3.926 2.966
C 1.392 -0.246 6.129
C -0.502 2.049 -4.643
C -0.280 0.720 -4.822
C -4.531 1.053 -6.794
C -2.356 3.355 0.438
C -2.908 4.440 1.139
C -4.360 3.579 -2.705
C -0.050 3.513 6.428
C -3.932 2.450 -3.329
C -0.858 2.936 2.124
C -0.218 3.150 5.071
C -4.057 0.971 -5.459
C 0.797 -1.982 -2.638
C -3.051 1.587 -2.607
C 2.209 -2.923 0.999
C -4.392 5.016 -0.667
C -3.883 3.891 -1.404
C 2.413 -2.140 3.617
C -1.749 -4.467 0.528
C 4.341 -1.949 -5.277
C 3.653 4.030 -1.857
C -1.740 -5.603 -0.244
C 4.371 1.800 -1.986
C -0.953 4.049 4.343
C -1.311 -5.433 -1.562
C 1.702 -3.087 -2.761
C -4.317 2.100 -4.724
C -1.212 -2.361 2.359
H -5.138 5.677 -1.090
H -1.367 -6.265 -2.269
H 3.356 -4.077 3.928
H -0.775 5.194 7.682
H -2.124 -4.501 1.547
H -0.564 -4.138 -3.077
H -2.702 0.653 -3.036
H 3.663 5.074 -2.113
H 2.061 4.347 -0.442
H 2.275 -0.139 -5.102
H 2.057 -4.153 5.815
H 3.405 -4.002 -3.614
H 1.911 -3.311 7.357
H -1.900 -7.014 1.368
H -0.554 -3.143 2.694
H 5.016 -1.199 -4.840
H -3.022 0.328 2.108
H -4.320 6.052 1.148
H -2.023 -7.760 -0.229
H -2.869 5.533 2.983
H -4.472 0.232 -7.519
H -5.624 2.576 -7.961
H -0.005 2.347 2.473
H 0.379 -0.261 5.732
H -3.323 -6.846 0.427
H 4.873 -2.910 -5.303
H 1.357 -0.305 7.210
H -5.057 4.273 -3.176
H 1.748 0.741 5.881
H 4.455 -1.342 7.051
H 2.032 -3.213 -0.038
H 4.735 -0.634 5.493
H 0.525 2.961 7.155
H 1.548 -3.919 -2.093
H 4.187 -1.649 -6.302
H -0.378 0.104 -5.706
H 0.606 -3.239 6.131
H -0.122 3.206 -2.765
H -1.015 2.702 -5.342
H 5.297 3.468 -3.092
H -3.578 0.097 -5.032
H -1.790 -1.122 4.071
H 0.208 2.269 4.632
H 3.167 -4.739 1.549
H 4.876 -2.366 5.672
*
```